Below is a structure of composition C55H45N9OP2S3Se2Y, with properties calculated with the ωB97M-V functional and the def2-TZVPD basis.

```
118
Properties=species:S:1:pos:R:3:lowdin_charge:R:1
Y 0.42 -0.36 0.33 1.14
N -0.41 -5.22 0.07 0.05
C -0.35 -3.87 0.23 -0.88
S 1.20 -3.16 0.31 0.62
N -1.55 -3.32 0.33 -0.01
N -1.55 -1.98 0.54 -0.02
C -2.71 -1.46 0.77 -0.20
C -3.96 -2.26 0.76 -0.21
C -4.44 -2.79 -0.44 -0.03
C -5.63 -3.50 -0.45 -0.08
C -6.33 -3.71 0.72 -0.10
C -5.85 -3.20 1.92 -0.09
C -4.67 -2.48 1.93 -0.04
C -2.81 -0.02 1.11 -0.23
C -4.05 0.61 1.21 -0.01
C -4.10 1.93 1.62 -0.06
C -2.92 2.59 1.91 -0.06
C -1.73 1.92 1.73 -0.16
N -1.67 0.65 1.33 0.01
H 0.42 -5.70 -0.24 0.07
H -1.31 -5.61 -0.16 0.09
H -3.87 -2.64 -1.34 0.12
H -6.00 -3.90 -1.39 0.10
H -7.26 -4.27 0.70 0.09
H -6.39 -3.37 2.84 0.10
H -4.29 -2.07 2.87 0.12
H -4.96 0.06 0.99 0.12
H -5.06 2.43 1.70 0.11
H -2.92 3.62 2.23 0.10
H -0.78 2.40 1.89 0.10
C 5.01 -1.19 -0.23 -0.02
C 3.72 -0.68 0.37 -0.25
N 2.71 -0.38 -0.39 -0.06
N 3.05 -0.39 -1.76 -0.09
C 2.09 -0.61 -2.59 -1.09
S 0.42 -0.96 -2.37 0.49
S 2.71 -0.48 -4.27 0.89
C 2.55 -2.23 -4.74 -0.44
C 3.53 -3.09 -4.00 -0.30
C 4.81 -3.29 -4.49 -0.06
C 5.74 -4.01 -3.75 -0.10
C 5.40 -4.53 -2.51 -0.11
C 4.12 -4.33 -2.01 -0.09
C 3.19 -3.62 -2.75 -0.07
C 3.71 -0.52 1.84 -0.10
C 4.95 -0.35 2.47 -0.06
C 5.08 -0.11 3.82 -0.11
C 3.94 -0.05 4.61 -0.10
C 2.70 -0.22 4.04 -0.02
C 2.55 -0.46 2.66 -0.37
O 1.35 -0.61 2.18 -0.28
H 4.84 -1.63 -1.21 0.06
H 5.45 -1.93 0.43 0.09
H 5.73 -0.38 -0.35 0.09
H 2.72 -2.26 -5.81 0.07
H 1.52 -2.54 -4.55 0.06
H 5.09 -2.86 -5.44 0.11
H 6.74 -4.15 -4.15 0.09
H 6.13 -5.08 -1.93 0.09
H 3.85 -4.69 -1.03 0.09
H 2.20 -3.44 -2.34 0.06
H 5.85 -0.38 1.88 0.10
H 6.06 0.03 4.26 0.09
H 4.01 0.13 5.68 0.10
H 1.79 -0.18 4.63 0.11
Se 2.84 6.63 -1.94 0.31
P 3.49 4.92 -0.90 0.54
C 4.56 3.84 -1.91 -0.36
C 5.51 4.43 -2.74 -0.12
C 6.28 3.65 -3.59 -0.09
C 6.09 2.28 -3.63 -0.08
C 5.15 1.68 -2.82 -0.08
C 4.40 2.46 -1.95 -0.07
C 4.45 5.35 0.57 -0.37
C 5.67 4.74 0.83 -0.07
C 6.38 5.08 1.98 -0.08
C 5.87 6.02 2.86 -0.09
C 4.65 6.62 2.60 -0.08
C 3.94 6.29 1.45 -0.10
C 2.29 3.75 -0.24 -0.41
C 1.18 3.02 -0.69 -0.40
N 1.02 2.02 0.20 -0.13
N 1.94 2.14 1.15 -0.03
N 2.71 3.16 0.91 0.03
P -0.03 3.21 -2.02 0.59
Se -1.78 2.05 -1.74 0.35
C -0.41 4.97 -1.98 -0.38
C -0.55 5.61 -0.75 -0.11
C -0.91 6.95 -0.70 -0.09
C -1.13 7.65 -1.88 -0.09
C -1.00 7.01 -3.10 -0.09
C -0.65 5.67 -3.15 -0.09
C 0.71 2.91 -3.66 -0.35
C 1.84 3.60 -4.07 -0.09
C 2.33 3.42 -5.35 -0.07
C 1.68 2.58 -6.24 -0.10
C 0.55 1.90 -5.83 -0.10
C 0.06 2.05 -4.54 -0.14
H 5.62 5.51 -2.74 0.09
H 7.02 4.12 -4.23 0.10
H 6.67 1.67 -4.32 0.10
H 4.94 0.62 -2.86 0.06
H 3.66 1.96 -1.33 0.08
H 6.07 3.99 0.16 0.10
H 7.33 4.60 2.18 0.10
H 6.42 6.27 3.76 0.10
H 4.24 7.35 3.29 0.10
H 3.00 6.78 1.24 0.09
H -0.37 5.07 0.17 0.11
H -1.00 7.44 0.26 0.10
H -1.40 8.70 -1.84 0.10
H -1.17 7.56 -4.02 0.10
H -0.53 5.19 -4.11 0.11
H 2.31 4.32 -3.43 0.03
H 3.22 3.96 -5.66 0.11
H 2.07 2.44 -7.24 0.10
H 0.05 1.22 -6.51 0.10
H -0.81 1.50 -4.21 0.04
```

Properties
E_HOMO   -0.1783 hartree
Net charge   -1
E_tot   -9409.7416 a.u.